Entry from OMol25: a structure of composition C18H18HoNO4 in a non-equilibrium geometry (ωB97M-V/def2-TZVPD).

```
! wB97M-V def2-TZVPD RIJCOSX def2/J DEFGRID3
* xyz 0 5
C -0.20 1.80 -4.71
Ho -0.69 -0.17 1.76
H -0.30 -1.73 -1.74
H -0.42 2.87 -4.88
H 1.53 1.42 3.92
H 1.21 -1.67 -3.89
H -0.82 2.74 3.55
O -1.18 0.07 -0.49
C 1.02 1.54 2.99
C -0.58 1.20 -3.50
C 1.03 -1.73 0.85
H -2.63 -1.34 -1.06
H 2.39 0.60 1.50
H -1.11 -3.55 2.76
C 0.58 1.67 0.72
H 1.51 -0.75 -6.19
H -1.39 2.71 0.96
N -0.74 0.33 5.09
C -0.73 -0.76 -2.02
C 0.47 1.10 -5.70
C -0.51 2.27 1.42
C -0.37 -2.84 2.33
C -0.14 -0.08 -3.18
C 0.93 -0.22 -5.43
C 0.63 -2.15 3.09
C 0.70 -0.75 -4.17
H 0.71 1.54 -6.68
O -1.26 0.20 3.80
C 1.49 1.17 1.69
H 1.50 -1.35 -0.07
H -1.19 1.73 -2.77
O -0.19 1.41 5.37
H -0.76 -2.95 0.11
H 0.71 1.69 -0.35
C 1.51 -1.53 2.17
H 0.84 -2.21 4.15
H -2.68 0.21 -2.01
C -0.21 2.23 2.82
O -0.86 -0.63 5.85
H 2.42 -1.03 2.50
C -0.16 -2.54 0.94
C -2.08 -0.51 -1.48
*
```

Computed properties:
HOMO-LUMO gap (alpha / beta) ... 6.286 / 6.312 eV
Relative energy (zero: lowest compared OMol25 entry of this formula, charge and spin) ... 33.9 kcal per mole
Lowest unoccupied orbital energy (alpha / beta) ... -1.2 / -1.2 eV
Max |F| ... 3.592 eV/Å